1.
Computed, not measured: a cluster of 2 separate species, C3H10S3 in total in a non-equilibrium geometry, with the ωB97M-V functional and the def2-TZVPD basis.

Positions of all 16 atoms, in Å:
C1 1.719 -1.305 0.040
C2 1.854 0.175 0.378
S1 1.986 1.267 -1.076
H1 2.605 -1.767 -0.399
H2 0.843 -1.653 -0.492
H3 1.588 -1.852 0.981
H4 0.867 0.540 0.672
H5 2.578 0.334 1.174
H6 3.078 0.766 -1.689
C3 -3.079 0.523 0.892
S2 -1.866 1.527 -0.025
S3 -1.530 -0.092 -1.474
H7 -4.004 1.085 0.909
H8 -2.691 0.398 1.901
H9 -3.247 -0.499 0.550
H10 -0.700 0.552 -2.343

The calculation puts the electronic energy at -1314.82329 hartree. As for the total charge: 0. For the HOMO energy, the calculation gives -8.30 eV. For the HOMO-LUMO gap, the calculation gives 8.349 eV. The energy above the lowest of the compared OMol25 structures with the same formula, charge and spin comes out at 65.2 kJ/mol. The structure (SMILES) is CCS.CSS.



2.
Computed, not measured: a cluster of 2 separate species, C3H10S3 in total in a non-equilibrium geometry, with the ωB97M-V functional and the def2-TZVPD basis.

Positions of all 16 atoms, in Å:
C1 0.889 0.827 1.335
C2 1.285 0.496 2.832
S1 2.301 -1.000 2.951
H1 0.024 0.189 1.158
H2 1.654 0.557 0.617
H3 0.632 1.882 1.330
H4 1.827 1.353 3.211
H5 0.327 0.328 3.309
H6 3.472 -0.337 3.061
C3 -1.745 -0.157 -3.838
S2 -1.824 -1.672 -2.779
S3 -1.907 -0.804 -0.935
H7 -2.065 0.718 -3.279
H8 -2.471 -0.350 -4.618
H9 -0.707 -0.094 -4.136
H10 -1.691 -1.936 -0.220

The calculation puts the electronic energy at -1314.82058 hartree. As for the total charge: 0. For the HOMO energy, the calculation gives -8.01 eV. For the HOMO-LUMO gap, the calculation gives 8.584 eV. The energy above the lowest of the compared OMol25 structures with the same formula, charge and spin comes out at 72.3 kJ/mol. The structure (SMILES) is CCS.CSS.



3.
Computed, not measured: an isolated molecule of C3H10SSi in a non-equilibrium geometry, with the ωB97M-V functional and the def2-TZVPD basis.

Positions of all 15 atoms, in Å:
C1 -1.292 -1.397 1.192
Si1 -0.954 -0.660 -0.531
C2 0.798 0.149 -0.555
C3 0.821 1.614 -0.563
S1 1.891 -0.416 0.888
H1 -0.469 -1.611 1.721
H2 -1.861 -0.767 1.938
H3 -1.942 -2.238 1.045
H4 -1.136 -1.836 -1.475
H5 -2.135 0.280 -1.058
H6 1.291 -0.149 -1.556
H7 0.455 2.165 0.441
H8 1.811 2.144 -0.722
H9 0.030 2.036 -1.317
H10 2.693 0.686 0.552

The calculation puts the electronic energy at -807.92324 hartree. As for the total charge: 0. For the HOMO energy, the calculation gives -9.20 eV. For the HOMO-LUMO gap, the calculation gives 9.982 eV. The energy above the lowest of the compared OMol25 structures with the same formula, charge and spin comes out at 55.7 kJ/mol. The structure (SMILES) is C[SiH2][C@@H](C)S.



4.
Computed, not measured: a structure of composition C3H11AgBFNOSi, with the ωB97M-V functional and the def2-TZVPD basis.

Positions of all 20 atoms, in Å:
N1 2.027 -0.831 1.038
B1 1.809 -0.377 -0.286
O1 2.546 -0.771 -1.363
Si1 0.417 1.135 -0.630
C1 -1.034 1.162 0.555
C2 -2.164 0.164 0.225
C3 -1.653 -1.151 -0.328
F1 -2.674 -2.075 -0.363
H1 1.362 -0.565 1.752
H2 2.377 -1.760 1.248
H3 2.789 -1.691 -1.478
H4 1.157 2.514 -0.364
H5 0.083 1.225 -2.057
H6 -1.432 2.179 0.524
H7 -0.675 1.012 1.577
H8 -2.735 -0.060 1.127
H9 -2.856 0.615 -0.488
H10 -1.277 -1.047 -1.352
H11 -0.859 -1.561 0.308
Ag1 2.792 1.882 0.354

The calculation puts the electronic energy at -811.86877 hartree. As for the total charge: +1. For the HOMO energy, the calculation gives -14.11 eV. For the HOMO-LUMO gap, the calculation gives 8.727 eV.



5.
Computed, not measured: a structure of composition C3H11BNO2 in a non-equilibrium geometry, with the ωB97M-V functional and the def2-TZVPD basis.

Positions of all 18 atoms, in Å:
B1 -1.124 -0.990 0.623
C1 1.453 -0.966 0.377
C2 0.514 2.139 -0.774
C3 0.221 -0.196 0.393
N1 0.124 0.716 -0.797
O1 -1.056 -2.172 1.202
O2 -2.143 -0.575 -0.209
H1 2.359 -0.380 0.582
H2 1.665 -1.473 -0.540
H3 1.200 -1.901 1.037
H4 1.483 2.246 -0.430
H5 0.430 2.668 -1.780
H6 -0.083 2.714 -0.013
H7 0.257 0.646 1.510
H8 -0.981 0.853 -0.883
H9 0.345 0.290 -1.692
H10 -1.624 -2.814 1.575
H11 -3.041 -0.806 -0.179

The expectation value of S² is 2.004. The calculation puts the electronic energy at -350.54617 hartree. As for the total charge: +1. For the HOMO energy (alpha / beta), the calculation gives -8.96 / -16.22 eV. For the HOMO-LUMO gap (alpha / beta), the calculation gives 5.763 / 7.669 eV. The energy above the lowest of the compared OMol25 structures with the same formula, charge and spin comes out at 243.1 kJ/mol. The multiplicity is 3.



6.
Computed, not measured: a structure of composition C3H11BNO8PYb in a non-equilibrium geometry, with the ωB97M-V functional and the def2-TZVPD basis.

Positions of all 26 atoms, in Å:
O1 3.738 -1.302 0.195
P1 2.320 -1.474 -0.398
O2 1.833 -3.022 0.020
O3 2.279 -1.440 -2.045
N1 1.215 -0.382 0.365
C1 0.931 0.827 -0.462
C2 0.241 2.005 0.335
O4 1.118 2.330 1.424
O5 -0.995 1.689 0.932
C3 -1.828 0.898 0.096
O6 -3.207 1.096 0.433
B1 -3.807 -0.216 0.255
O7 -3.910 -1.150 1.320
O8 -4.259 -0.531 -1.066
H1 1.421 -2.902 0.897
H2 2.208 -0.533 -2.392
H3 0.368 -0.910 0.590
H4 1.933 1.225 -0.807
H5 0.390 0.551 -1.412
H6 0.219 2.919 -0.314
H7 2.016 2.068 1.202
H8 -1.606 -0.193 0.342
H9 -1.711 1.087 -1.001
H10 -3.023 -1.243 1.696
H11 -3.443 -0.580 -1.587
Yb1 5.632 -0.865 1.374

The calculation puts the electronic energy at -2302.01855 hartree. As for the total charge: +2. For the HOMO energy, the calculation gives -15.02 eV. For the HOMO-LUMO gap, the calculation gives 4.953 eV.